Record 1
Here is a molecular structure, C57H51FGeNO2P3SSiSn from the OMol25 dataset. Energies are from wB97M-V/def2-TZVPD.

For the HOMO energy, the calculation gives -12.700 eV. Its total charge is +2. The value obtained for the relative energy (zero: lowest compared OMol25 entry of this formula, charge and spin) is 0.0000 eV. For the lowest unoccupied orbital energy, the calculation gives -7.93 eV. As for the gap between HOMO and LUMO: 4.765 eV. The multiplicity is 1.

Geometry as XYZ:
```
119
C57H51FGeNO2P3SSiSn, DFT wB97M-V/def2-TZVPD
Sn -0.509 0.352 0.262
Ge 2.568 -3.406 0.329
S -2.887 1.532 -1.848
P -0.889 -2.415 1.256
P 1.317 -0.639 -2.098
P 2.216 0.081 1.327
Si -2.567 3.307 0.901
F 3.703 -4.772 0.384
O -1.730 1.913 0.729
O -3.724 1.825 -2.985
N -1.492 0.982 -2.113
C 4.484 -3.167 2.431
C 2.397 2.579 0.148
C -3.682 -2.448 0.558
C -1.767 0.784 -4.576
C 4.238 -0.498 3.095
C 0.366 0.144 4.950
C 3.477 -3.139 -4.416
C -1.412 4.729 1.336
C -0.038 -0.573 -3.299
C 5.158 2.738 0.173
C 2.675 -2.146 -3.899
C 2.305 1.513 -3.780
C 3.949 -4.124 -3.569
C 2.790 -3.111 -1.670
C 2.294 -2.128 -2.545
C 4.802 1.355 -2.580
C 2.510 0.621 -2.731
C 3.445 -1.033 2.075
C -3.162 -3.628 -1.901
C -2.937 -0.612 4.280
C 0.650 2.452 4.345
C 5.166 -1.280 3.755
C 1.006 -4.519 0.895
C -0.901 -6.436 1.676
C -4.473 -3.342 -1.538
C -0.276 -4.130 1.287
C 3.139 1.531 0.704
C -2.065 -0.308 -5.308
C 1.256 2.073 3.154
C -2.347 -0.922 3.066
C 4.530 1.609 0.683
C 4.411 3.788 -0.338
C 3.025 3.703 -0.360
C 3.565 -2.381 1.730
C -2.790 -1.475 5.357
C -2.120 -3.326 -1.040
C 3.625 -4.092 -2.224
C -3.825 3.164 2.289
C -1.622 -2.108 2.903
C -0.836 0.717 -3.404
C 5.280 -2.623 3.425
C -3.396 3.650 -0.757
C 3.340 2.335 -4.209
C 4.587 2.258 -3.612
C 0.369 -6.833 1.287
C 1.302 -5.887 0.894
C 0.208 1.492 5.244
C -2.369 -2.744 0.206
C 1.421 0.721 2.856
C -2.030 -2.627 5.220
C 3.768 0.551 -2.133
C 0.956 -0.239 3.759
C -4.728 -2.749 -0.311
C -1.453 -1.543 -4.996
C -1.441 -2.943 4.002
C -1.221 -5.093 1.660
C -0.450 -1.658 -4.031
H -4.015 4.549 -0.720
H -0.251 1.795 6.176
H 4.588 -4.217 2.202
H -3.322 2.974 3.240
H 5.779 1.269 -2.126
H -0.858 4.502 2.251
H 0.639 -7.881 1.284
H 0.542 3.503 4.578
H -2.641 3.794 -1.537
H -0.692 4.919 0.534
H 5.129 0.794 1.064
H -4.539 2.357 2.107
H -1.984 5.644 1.501
H -0.846 -3.842 3.917
H 1.312 2.532 0.136
H 3.946 -0.158 -1.333
H 3.170 3.018 -5.031
H 0.033 -0.608 5.653
H 3.747 -3.128 -5.465
H -2.960 -4.111 -2.849
H 4.906 4.668 -0.728
H 5.988 -3.256 3.944
H -4.387 4.096 2.385
H 0.056 -2.607 -3.915
H -1.640 -7.166 1.981
H -3.911 -2.034 1.530
H -2.186 1.749 -4.823
H 6.239 2.795 0.179
H 2.281 -6.225 0.591
H -2.221 -4.782 1.935
H -3.505 0.303 4.385
H 4.116 0.543 3.372
H -1.722 -2.418 -5.576
H -2.470 -0.230 2.237
H 1.104 -1.292 3.546
H -1.896 -3.290 6.066
H -5.292 -3.592 -2.200
H -2.751 -0.243 -6.142
H 2.439 4.514 -0.773
H -4.038 2.815 -1.052
H 1.626 2.836 2.483
H -5.747 -2.537 -0.015
H -1.100 -3.589 -1.310
H -0.130 1.551 -3.491
H 2.345 -1.347 -4.551
H -3.255 -1.240 6.306
H 1.371 1.560 -4.320
H 4.584 -4.914 -3.948
H 4.040 -4.859 -1.593
H 5.396 2.886 -3.963
H 5.788 -0.848 4.528
```

Löwdin population analysis, charges in e, atoms 1 to 5: 1.135, 1.030, 0.940, 0.984, 1.043

Record 2
Here is a molecular structure, C57H53N3O4PSZr from the OMol25 dataset. Energies are from wB97M-V/def2-TZVPD.

For the HOMO energy, the calculation gives -3.738 eV. Its total charge is -1. The value obtained for the relative energy (zero: lowest compared OMol25 entry of this formula, charge and spin) is 0.4899 eV. For the lowest unoccupied orbital energy, the calculation gives 2.19 eV. As for the gap between HOMO and LUMO: 5.923 eV. The multiplicity is 1.

Geometry as XYZ:
```
120
C57H53N3O4PSZr, DFT wB97M-V/def2-TZVPD
Zr -0.261 0.289 -0.069
S 3.061 -0.022 0.885
P -2.907 -1.619 0.481
O 0.272 0.245 2.126
O -2.036 1.393 -0.037
O -4.528 1.768 -1.104
O 2.000 0.335 -0.135
N 1.020 2.415 2.082
N 0.156 2.437 0.976
N -0.095 0.181 -2.004
C 3.319 0.400 6.075
C 1.494 3.016 -2.370
C 5.956 -2.484 -1.587
C -0.433 3.561 0.811
C -4.336 -2.754 0.311
C 2.447 1.987 4.489
C -4.080 0.922 -2.171
C -3.701 2.833 -0.855
C 0.682 1.271 -4.062
C -2.420 2.608 -0.286
C -4.028 0.250 2.165
C -6.464 -4.520 -0.118
C 4.206 -0.984 -0.094
C 0.713 -2.908 -2.317
C 1.827 -0.333 4.334
C 0.813 -4.102 1.292
C -2.757 -0.597 4.481
C -4.246 0.920 3.359
C -0.412 -4.747 1.439
C 5.588 2.694 2.415
C 4.044 1.451 1.089
C -1.697 -2.387 -2.979
C -3.190 -0.867 2.123
C 2.615 -0.616 5.442
C -0.902 3.019 -3.243
C 4.721 3.611 0.360
C 0.276 0.122 -3.314
C 0.863 -2.780 0.871
C -4.507 -3.381 -0.925
C 5.160 -1.750 0.557
C -3.331 5.222 -0.840
C -1.573 -4.037 1.182
C -1.492 -2.710 0.760
C 4.829 1.548 2.226
C -2.550 -1.278 3.288
C 6.046 -2.500 -0.201
C 3.966 2.468 0.154
C -5.252 -3.021 1.326
C -3.608 0.498 4.519
C -5.555 -4.263 -1.136
C -1.626 3.736 0.014
C 5.533 3.721 1.482
C -6.311 -3.894 1.111
C 0.268 -1.119 -4.026
C -0.278 -2.030 0.552
C -0.232 -2.422 -3.417
C 0.564 2.690 -3.532
C -4.129 4.109 -1.135
C 4.981 -1.725 -2.220
C 0.736 -1.189 -5.334
C 1.745 0.969 3.850
C 0.941 1.227 2.615
C 1.189 -0.077 -6.026
C 4.091 -0.965 -1.474
C 3.230 1.703 5.598
C 1.129 1.143 -5.373
C -2.101 5.028 -0.257
H 1.855 -2.350 0.753
H 2.375 2.993 4.096
H 2.533 2.858 -2.678
H -1.310 2.295 -2.539
H 6.797 -3.107 0.289
H -3.805 -3.175 -1.727
H -5.667 -4.744 -2.100
H 1.299 2.390 -1.501
H 6.202 2.793 3.301
H 1.735 -4.638 1.493
H 0.337 -3.817 -1.838
H -4.893 1.790 3.376
H -4.762 0.074 -2.195
H 1.276 -1.108 3.816
H -5.138 -2.541 2.290
H -7.016 -4.087 1.911
H -1.026 4.023 -2.827
H 0.720 -2.156 -5.828
H 2.677 -1.633 5.811
H 4.899 -1.731 -3.299
H -3.760 1.035 5.448
H -1.981 -3.336 -2.511
H 1.383 4.063 -2.069
H -2.542 -4.510 1.307
H -3.688 6.219 -1.060
H 1.436 2.044 -5.897
H 4.666 4.423 -0.354
H 0.827 -2.146 -1.546
H -0.094 4.401 1.419
H -1.877 -1.585 -2.268
H -1.484 2.951 -4.166
H 4.820 0.759 2.969
H -5.106 4.227 -1.588
H -0.457 -5.782 1.755
H -7.290 -5.202 -0.283
H -3.064 0.566 -2.003
H 3.304 -0.388 -1.945
H -1.481 5.877 0.010
H 5.204 -1.769 1.641
H -4.133 1.464 -3.120
H 3.933 0.179 6.940
H 3.305 2.366 -0.695
H -1.865 -2.116 3.253
H -0.179 -3.162 -4.223
H 1.541 -0.154 -7.048
H 0.882 3.343 -4.352
H -2.240 -0.914 5.378
H 1.697 -3.121 -2.744
H -4.481 0.610 1.246
H -2.341 -2.222 -3.849
H 6.642 -3.078 -2.177
H 6.115 4.620 1.639
H 3.774 2.500 6.091
```

Löwdin population analysis, charges in e, atoms 1 to 5: 1.622, 1.075, 1.094, -0.210, -0.264

Record 3
Here is a molecular structure, C57H54N9O5RbSSe from the OMol25 dataset. Energies are from wB97M-V/def2-TZVPD.

For the HOMO energy, the calculation gives -1.291 eV. Its total charge is -2. For the lowest unoccupied orbital energy, the calculation gives 3.40 eV. As for the gap between HOMO and LUMO: 4.690 eV. The multiplicity is 1.

Geometry as XYZ:
```
128
C57H54N9O5RbSSe, DFT wB97M-V/def2-TZVPD
Rb -0.155 0.895 0.539
Se 2.017 -3.091 -0.693
S 0.481 0.692 -3.251
O -1.733 2.833 -0.461
O 3.533 -0.598 -2.761
O -0.752 1.074 -2.477
O 0.205 -2.989 2.216
O -2.188 0.122 2.128
N -0.233 3.375 2.342
N 0.552 0.900 3.489
N 2.410 0.486 1.475
N 3.367 1.502 -0.477
N -2.928 -1.169 -0.641
N -1.035 2.445 4.429
N 2.178 -0.880 3.422
N 0.473 5.033 0.736
N 1.707 3.008 0.390
C 1.094 0.813 -5.911
C 3.347 0.637 0.533
C 4.746 -4.696 -0.426
C -0.516 0.278 5.446
C 3.684 -5.412 -1.201
C 2.702 3.578 -1.608
C 3.407 3.593 -2.801
C 0.598 -1.824 5.940
C -0.219 -1.951 7.052
C -1.324 0.157 6.571
C -1.055 6.936 2.706
C -0.857 3.424 3.539
C 1.780 -6.797 -2.652
C 0.803 1.027 -7.249
C 6.530 -1.471 0.673
C 1.880 4.646 -1.237
C -1.194 1.324 -5.344
C 1.279 4.256 0.050
C -0.140 4.627 1.863
C 2.809 -0.468 2.342
C -2.215 6.737 4.828
C -0.479 1.391 -7.656
C 0.462 -1.095 -3.266
C 3.266 4.702 -3.623
C 0.084 0.948 -4.970
C 1.745 5.758 -2.054
C -1.289 4.791 3.822
C -3.377 -0.828 -1.846
C 2.424 -4.825 -1.388
C -1.465 1.543 -6.686
C 4.125 -1.002 1.928
C 4.985 -1.932 2.483
C -1.977 5.375 4.880
C -1.762 7.509 3.747
C 2.585 2.590 -0.521
C 5.666 -0.533 0.121
C 0.095 -4.986 -2.368
C 3.966 -6.663 -1.744
C -3.541 -2.161 0.007
C -1.167 -0.967 7.365
C -3.785 -1.639 2.463
C -5.072 -2.499 -1.813
C -0.796 1.604 -9.110
C -3.564 -0.148 2.264
C 4.464 -0.307 0.769
C 3.351 -8.729 -3.059
C -3.071 -2.474 1.398
C -4.441 -1.455 -2.475
C -4.618 -2.851 -0.555
C 2.445 5.773 -3.251
C -0.387 1.294 4.395
C 1.466 -5.551 -2.124
C 3.031 -7.378 -2.478
C -0.823 5.564 2.751
C 1.103 -0.235 3.915
C 6.195 -2.156 1.841
C 0.439 -0.700 5.141
H 0.959 -2.599 2.682
H 4.391 -4.431 0.571
H -0.521 -1.408 -3.620
H -4.754 -1.131 -3.459
H 0.114 1.675 -9.705
H 0.610 -3.296 1.388
H -4.862 -1.849 2.472
H 0.139 -4.147 -3.069
H 6.884 -2.893 2.237
H 4.036 2.756 -3.079
H -3.235 -3.536 1.606
H 1.591 0.924 -7.986
H 5.650 -5.306 -0.341
H -1.972 8.573 3.733
H -2.761 7.221 5.630
H 3.352 -1.389 -2.227
H 4.711 -2.463 3.386
H -1.995 -2.303 1.468
H 4.955 -7.084 -1.583
H -4.005 0.437 3.078
H -4.015 0.191 1.329
H -2.845 -0.011 -2.324
H -0.571 -5.746 -2.784
H 3.292 -8.726 -4.151
H 2.660 -9.497 -2.701
H -2.049 0.925 6.811
H 4.360 -9.043 -2.784
H -1.763 0.150 2.995
H 3.628 0.102 -2.095
H 5.917 0.006 -0.783
H 3.793 4.741 -4.569
H 1.097 6.575 -1.764
H -5.070 -3.660 0.006
H 0.659 -1.463 -2.257
H 7.473 -1.683 0.184
H 2.096 0.543 -5.596
H -5.901 -3.029 -2.266
H 1.266 -1.456 -3.905
H 2.349 6.622 -3.919
H 1.337 -2.573 5.684
H 5.004 -3.743 -0.892
H -1.025 3.092 0.142
H -1.329 2.300 -1.162
H -2.462 1.851 -6.983
H -0.689 7.521 1.872
H -1.390 0.778 -9.508
H -0.130 -2.823 7.689
H -1.947 1.457 -4.578
H -1.369 2.520 -9.264
H 1.016 -7.329 -3.212
H -2.310 4.767 5.713
H -3.394 -1.938 3.441
H -1.788 -1.095 8.244
H -0.331 -4.579 -1.451
```

Löwdin population analysis, charges in e, atoms 1 to 5: 0.939, 0.728, 0.956, -0.162, -0.123